Entry 1:
Density functional theory data (wB97M-V/def2-TZVPD) for 2 unconnected molecules or ions with the total composition C6H4N2O2 in a non-equilibrium geometry.

Summary:
Multiplicity   3
<S²>   2.02
ΔE to the lowest compared entry with this formula, charge and spin   4.4988 eV
Calculated total energy   -490.56352 a.u.
Kohn-Sham gap (spin up / spin down)   7.18 / 6.06 eV

CARTESIAN COORDINATES (ANGSTROEM)
C 0.2972 -1.8792 -0.9633
C -1.0383 -1.5210 -0.8666
C 1.4710 -2.1126 -0.7492
C -2.2215 -1.3709 -0.7071
C -0.3436 1.1336 0.7445
C 0.8248 1.2815 0.4810
N -1.4739 1.2446 1.3909
N 2.0665 1.2802 -0.0576
O 2.4498 2.3849 -0.4326
O 2.7001 0.2287 -0.1168
H 2.5165 -2.1711 -0.7364
H -3.1224 -0.7973 -0.9677
H -2.3082 1.5740 0.8105
H -1.8181 0.7246 2.1702

Force components x, y, z for each atom (eV/Å):
C 0.950 -0.169 1.023
C 0.923 -0.994 -0.060
C -2.048 0.483 -0.915
C -1.250 1.676 -1.013
C -2.388 0.099 1.394
C 4.196 -0.025 -1.483
N -2.972 1.208 -2.037
N -4.941 -1.392 2.232
O 1.844 3.192 -1.100
O 2.057 -1.663 -0.498
H 0.690 -0.253 0.157
H 0.532 -1.017 0.675
H 1.648 -0.772 0.935
H 0.759 -0.374 0.689


Entry 2:
Density functional theory data (wB97M-V/def2-TZVPD) for a gas-phase ion, C6H4N3O3 (charge -1) in a non-equilibrium geometry.

Summary:
Net charge   -1
Calculated total energy   -621.07721 a.u.
Kohn-Sham gap   7.94 eV

CARTESIAN COORDINATES (ANGSTROEM)
C 1.1176 1.5900 -0.1139
C -0.1875 -0.0980 -0.1949
C -0.8797 1.0220 -0.4301
C -1.1512 -1.5546 -0.3248
C -2.8995 -0.0144 0.0117
C 2.2550 -0.5728 0.4898
N -0.0707 2.1055 -0.3405
N -2.4092 -1.2725 -0.1152
N 1.1473 0.2755 -0.0637
O -0.5498 -2.5589 -0.5792
O -3.9541 0.3282 0.5139
O -2.1885 1.0568 -0.5814
H 2.0015 2.1785 0.0149
H 3.1534 -0.1081 -0.0601
H 2.4912 -0.7996 1.5346
H 2.1241 -1.5774 0.2388

Force components x, y, z for each atom (eV/Å):
C 0.323 2.202 -0.139
C -1.608 -3.962 -0.366
C 1.439 -0.116 0.779
C 2.831 3.972 0.398
C -0.470 -0.005 0.070
C 1.283 2.123 -1.971
N 0.139 0.945 -0.473
N -1.140 0.224 0.238
N -0.416 -3.065 1.984
O 0.107 -1.657 -0.186
O 0.519 -0.636 -0.339
O -1.322 0.658 -0.138
H 0.360 0.241 0.070
H -0.871 -1.192 1.165
H -0.702 1.721 0.579
H -0.472 -1.451 -1.671


> Among the records above, which one has the highest calculated total energy?

C6H4N2O2


> Which formula does entry 2 have?

C6H4N3O3